Entry 1:
{"formula": "CClF2N", "method": "ωB97M-V/def2-TZVPD", "relative_energy_kj_mol": 328.4, "orbital_gap_ev": [9.90, 6.93], "e_lumo_ev": [-2.05, -3.56], "elements": ["C", "N", "F", "F", "Cl"], "positions_angstrom": [[0.6493, 0.4450, 0.9957], [-0.1176, -0.1214, 0.2200], [1.4388, 1.4248, 0.7561], [-0.9109, -1.1172, 0.6255], [-1.0596, -0.6313, -2.5973]], "forces_ev_per_angstrom": [[-0.178, -0.597, 1.446], [0.206, 0.908, -2.020], [0.121, 0.217, -0.469], [-0.256, -0.614, 0.825], [0.107, 0.086, 0.217]], "mulliken_charge": [0.317, -0.101, -0.118, -0.073, -0.026]}

Entry 2:
{"formula": "C20H40CrN2O21", "method": "ωB97M-V/def2-TZVPD", "spin_multiplicity": 6, "charge": -1, "orbital_gap_ev": [3.08, 7.78], "e_lumo_ev": [2.55, 2.54], "s_squared": 8.75, "elements": ["Cr", "N", "O", "O", "O", "N", "O", "O", "O", "C", "C", "O", "C", "O", "O", "C", "H", "H", "H", "H", "H", "H", "H", "H", "C", "C", "O", "C", "O", "O", "C", "H", "H", "H", "H", "H", "H", "H", "H", "C", "C", "O", "C", "O", "O", "C", "H", "H", "H", "H", "H", "H", "H", "H", "C", "C", "O", "C", "O", "O", "C", "H", "H", "H", "H", "H", "H", "H", "H", "C", "C", "O", "C", "O", "O", "C", "H", "H", "H", "H", "H", "H", "H", "H"], "positions_angstrom": [[-0.3608, 0.2372, -0.2885], [-2.5854, 2.6410, -0.4375], [-2.0174, 1.5628, -0.5629], [-1.9246, 3.6337, -0.3957], [-3.8293, 2.5907, -0.3584], [1.5621, -2.2730, 0.5547], [0.8689, -1.3297, 0.5082], [1.7205, -2.8942, -0.4933], [2.1758, -2.5467, 1.5310], [-2.2805, 2.3003, -3.9617], [-0.7712, 2.5346, -4.0785], [-0.1215, 1.3166, -4.4536], [0.0797, 0.3249, -3.6375], [-0.3679, 0.3005, -2.4600], [0.7227, -0.6577, -4.2904], [1.0933, -1.8771, -3.6853], [-2.6843, 1.7729, -4.8260], [-2.7615, 3.2769, -3.9066], [-2.6979, 1.8895, -3.0424], [-0.3895, 2.9066, -3.1277], [-0.5982, 3.3228, -4.8112], [1.7958, -2.4610, -4.2800], [0.2780, -2.5937, -3.7848], [1.3071, -1.6781, -2.6352], [-0.5070, -3.7180, 3.5290], [-0.5568, -2.2019, 3.7423], [-1.8644, -1.6798, 3.7138], [-2.3764, -0.9401, 2.7259], [-1.7859, -0.4764, 1.6978], [-3.6571, -0.7003, 2.9532], [-4.5203, -1.4217, 3.8667], [0.4913, -4.0162, 3.2086], [-1.2233, -4.0460, 2.7757], [-0.7691, -4.2138, 4.4636], [0.0321, -1.8175, 2.9095], [-0.1544, -1.9714, 4.7288], [-5.3771, -0.7692, 4.0341], [-4.0507, -1.5898, 4.8359], [-4.8640, -2.3812, 3.4801], [-1.2480, -5.8897, -0.7701], [-1.1438, -4.3403, -0.7828], [-2.3806, -3.6532, -0.9347], [-2.4450, -2.3313, -1.0938], [-1.5729, -1.4778, -0.9378], [-3.6461, -2.0305, -1.5169], [-3.9544, -0.8002, -2.1313], [-2.1008, -6.3364, -1.2812], [-1.3698, -6.0970, 0.2931], [-0.3650, -6.4354, -1.1025], [-0.4871, -3.9944, -1.5811], [-0.6085, -4.0587, 0.1240], [-3.9315, -0.0336, -1.3567], [-5.0154, -0.8659, -2.3723], [-3.4077, -0.4204, -2.9943], [3.9783, 0.5412, 3.5858], [2.6361, 0.5901, 2.7432], [1.7538, 1.7383, 3.0257], [0.6227, 2.0928, 2.3968], [0.1484, 1.4862, 1.4399], [0.0869, 3.1051, 3.1020], [-1.1624, 3.6361, 2.6750], [3.6917, 0.3088, 4.6115], [4.4604, 1.5165, 3.6530], [4.5695, -0.2346, 3.0993], [2.1005, -0.3552, 2.8306], [2.9875, 0.7348, 1.7216], [-1.8068, 2.8689, 2.2457], [-0.9698, 4.3200, 1.8485], [-1.6423, 4.2971, 3.3967], [6.1735, 1.7379, -1.9960], [4.9616, 2.4950, -1.5070], [3.7665, 1.7446, -1.6013], [2.4849, 2.1721, -1.1346], [1.5471, 1.4452, -0.8946], [2.4654, 3.5143, -1.0659], [1.2955, 4.2605, -0.7178], [6.5197, 1.0278, -1.2450], [7.0077, 2.4394, -1.9909], [6.1914, 1.4201, -3.0385], [4.8239, 3.3931, -2.1091], [5.1593, 2.7290, -0.4609], [1.3726, 5.3434, -0.6200], [0.8858, 3.8401, 0.2007], [0.5367, 4.1996, -1.4979]], "forces_ev_per_angstrom": [[0.141, 0.060, 0.236], [-1.903, -2.691, 0.051], [0.582, -1.686, -0.565], [1.219, 3.797, 0.114], [-0.653, 1.230, 0.060], [1.467, -1.523, -3.392], [-3.684, 4.730, 1.172], [0.511, -2.239, -1.920], [2.361, -1.612, 4.620], [-0.512, 0.939, 0.217], [-1.396, -0.571, 1.449], [0.918, 1.095, -2.051], [-1.690, -1.237, 4.151], [1.727, -0.218, -4.362], [0.099, 1.233, -1.134], [-1.167, -0.709, 0.861], [0.108, -0.023, -0.054], [0.007, 0.343, -0.484], [0.834, -0.691, 0.092], [0.105, -0.265, 0.141], [0.399, -0.619, -0.410], [0.951, 1.131, 0.072], [-0.767, 0.266, 0.606], [0.408, -0.635, -0.024], [-0.587, 0.096, 0.556], [1.176, -0.729, -1.258], [-1.048, -0.034, 0.320], [2.512, 1.123, -3.511], [-2.455, -2.145, 4.756], [-1.254, 0.137, -0.195], [0.612, 0.413, 0.335], [0.008, 0.098, 0.074], [0.014, 0.141, -0.150], [0.037, -0.296, -0.017], [0.070, 0.753, 0.255], [0.152, 0.290, -0.222], [0.086, -0.022, -0.255], [0.211, 0.019, -0.126], [0.227, 0.092, -0.350], [-0.871, 0.633, 0.931], [1.719, 0.046, -0.808], [-0.800, -0.825, 0.409], [2.323, 2.325, -0.124], [-1.436, -2.896, -0.340], [-1.167, -1.452, -0.894], [-1.118, 1.645, 1.316], [-0.107, 0.398, -0.188], [-0.117, -0.625, -0.004], [0.212, 0.584, -0.080], [0.032, -0.024, -0.084], [-0.295, 0.319, 0.085], [0.430, 0.321, -0.096], [0.084, -0.299, -0.320], [0.576, -0.823, 0.087], [-2.574, 0.735, 0.100], [0.638, 0.703, -0.912], [1.045, 0.321, 1.320], [-0.235, -2.471, -0.875], [0.707, 2.131, 2.130], [0.286, -0.141, 0.372], [-0.084, 0.579, -1.820], [0.363, -0.442, 0.075], [0.185, -0.081, -0.481], [0.130, 0.132, 0.309], [-0.109, 0.203, -0.132], [-0.455, -0.336, -0.268], [-0.100, -0.080, 0.437], [0.050, -0.102, -0.286], [0.309, -0.758, 0.693], [0.782, 0.434, 0.203], [-0.246, 0.740, -0.128], [-2.657, -1.082, 0.726], [0.333, 0.062, -0.236], [2.508, 1.007, -0.803], [1.299, 0.866, -0.353], [-1.597, -0.977, 0.136], [-0.401, -0.684, -0.492], [-0.014, 0.533, 0.126], [-0.568, -0.596, 0.256], [0.135, 0.278, 0.252], [-0.184, 0.410, 0.045], [1.437, -0.163, 0.169], [-0.218, 0.084, -0.141], [-0.059, -0.672, 0.030]], "mulliken_spin": [4.863, 0.030, -0.056, 0.010, 0.014, 0.019, -0.129, 0.013, 0.013, 0.002, -0.009, 0.002, 0.051, -0.046, 0.003, 0.006, 0.000, 0.000, 0.001, 0.011, 0.001, 0.000, 0.000, 0.022, -0.001, 0.002, 0.000, 0.043, 0.076, -0.002, 0.002, 0.000, 0.000, 0.000, 0.006, 0.000, 0.000, 0.000, 0.000, 0.000, -0.003, 0.000, 0.026, -0.065, 0.006, 0.000, 0.000, 0.000, 0.000, 0.000, 0.002, 0.005, 0.000, 0.000, 0.001, 0.002, 0.005, 0.068, -0.101, 0.000, -0.003, 0.000, 0.000, 0.000, -0.003, 0.003, 0.005, 0.000, 0.000, 0.000, 0.002, -0.006, 0.061, 0.036, 0.002, 0.008, 0.000, 0.000, 0.000, 0.000, -0.001, 0.000, 0.002, 0.000]}

Entry 3:
{"formula": "C27H54BFIN2O6S", "method": "ωB97M-V/def2-TZVPD", "charge": 1, "orbital_gap_ev": 8.36, "e_lumo_ev": -3.08, "elements": ["C", "C", "C", "C", "C", "C", "C", "C", "C", "C", "C", "C", "C", "C", "C", "C", "C", "N", "C", "O", "O", "C", "B", "C", "O", "C", "C", "C", "I", "C", "O", "N", "C", "O", "F", "H", "H", "H", "H", "H", "H", "H", "H", "H", "H", "H", "H", "H", "H", "H", "H", "H", "H", "H", "H", "H", "H", "H", "H", "H", "H", "H", "H", "H", "H", "H", "H", "H", "H", "H", "H", "H", "H", "H", "H", "H", "H", "H", "H", "H", "H", "H", "H", "C", "S", "O", "C", "H", "H", "H", "H", "H", "H"], "positions_angstrom": [[12.5782, 1.9992, 0.5056], [11.1502, 1.9950, -0.0724], [10.6897, 0.5620, -0.4100], [9.2152, 0.2812, -0.0314], [9.1016, -1.0310, 0.7587], [7.7256, -1.1594, 1.4314], [7.0036, -2.4847, 1.1189], [5.4793, -2.3370, 0.9343], [4.9920, -2.7631, -0.4674], [3.6560, -3.4887, -0.4490], [2.4658, -2.5373, -0.6471], [1.2125, -3.0079, 0.0897], [-0.0715, -2.9439, -0.7673], [-0.9351, -1.7391, -0.4336], [-1.8703, -1.9751, 0.7796], [-3.3059, -1.6344, 0.4018], [-3.5353, -0.1220, 0.3701], [-4.3749, 0.2557, -0.8181], [-4.2888, 1.7068, -1.1685], [-4.1148, 1.9063, -2.5280], [-2.7386, 2.1502, -2.8020], [-5.7652, -0.3029, -0.6883], [-6.8352, 0.2106, -1.8024], [-6.6750, -0.3249, -3.2694], [-7.8393, 1.0597, -1.5108], [-6.3046, -0.1758, 0.7435], [-5.5683, 0.8320, 1.6274], [-4.0582, 0.4728, 1.6829], [-3.0308, 2.3150, 2.2528], [-3.8090, -0.4710, 2.8748], [-2.7239, -0.5935, 3.3788], [-4.9529, -1.2212, 3.3979], [-5.4045, -0.6256, 4.6214], [-4.8372, -0.6854, 5.7130], [-6.5704, 0.0158, 4.4755], [13.1555, 1.1587, 0.1572], [12.5086, 1.9912, 1.5833], [13.0761, 2.9144, 0.2170], [10.4893, 2.4335, 0.6618], [11.1149, 2.5709, -0.9861], [11.3255, -0.1528, 0.0960], [10.8110, 0.4056, -1.4766], [8.8819, 1.0758, 0.6219], [8.5947, 0.2246, -0.9138], [9.8815, -1.0257, 1.5058], [9.2805, -1.8395, 0.0587], [7.8215, -1.0946, 2.5088], [7.1172, -0.3237, 1.1055], [7.4611, -2.8830, 0.2243], [7.1851, -3.1852, 1.9213], [5.2493, -1.2872, 1.0551], [4.9753, -2.9097, 1.7021], [5.7690, -3.3775, -0.9007], [4.9520, -1.8654, -1.0751], [3.6648, -4.2304, -1.2408], [3.5492, -4.0219, 0.4878], [2.8066, -1.5754, -0.2842], [2.3080, -2.4190, -1.7133], [1.3466, -4.0005, 0.4949], [1.0471, -2.3254, 0.9164], [0.2573, -2.8540, -1.7954], [-0.6234, -3.8757, -0.7222], [-0.2553, -0.9182, -0.2349], [-1.4929, -1.4360, -1.3177], [-1.8172, -3.0223, 1.0267], [-1.4968, -1.3516, 1.5771], [-3.4304, -1.9714, -0.6245], [-4.0631, -2.1638, 0.9717], [-2.5532, 0.2989, 0.2069], [-3.9325, -0.2379, -1.5953], [-5.0915, 2.3081, -0.7548], [-3.3863, 2.0776, -0.7040], [-2.6859, 3.1142, -2.8505], [-5.6783, -1.3646, -0.8742], [-5.8230, -0.9994, -3.3181], [-7.5368, -0.8884, -3.6073], [-6.4428, 0.4845, -3.9484], [-7.5305, 1.7630, -0.9177], [-6.1938, -1.1345, 1.2312], [-7.3631, 0.0391, 0.7553], [-5.6544, 1.8239, 1.1984], [-6.0096, 0.8605, 2.6070], [-4.5750, -2.1096, 3.7064], [-8.3407, 4.4484, -2.3859], [-6.7572, 4.8218, -1.6331], [-6.6198, 3.9345, -0.4281], [-7.1881, 6.4681, -1.0761], [-8.3013, 3.4332, -2.7772], [-9.1290, 4.5233, -1.6370], [-8.5221, 5.1467, -3.2018], [-8.0520, 6.4181, -0.4139], [-7.4067, 7.0888, -1.9437], [-6.3368, 6.8790, -0.5379]], "forces_ev_per_angstrom": [[-0.748, 0.631, -0.287], [0.684, -0.972, -0.097], [-0.825, 0.527, -0.011], [1.143, -0.561, 0.468], [-0.550, 0.721, -0.124], [0.168, -0.743, -0.211], [-0.228, 0.712, 0.061], [0.527, -0.035, -0.520], [0.361, -0.011, 0.726], [0.071, 0.303, -0.560], [0.687, -0.497, 0.392], [-0.724, 0.535, -0.386], [0.665, 0.018, -0.239], [0.043, -0.180, 0.117], [0.372, 0.394, -1.039], [-0.281, 0.085, -0.355], [0.798, -0.208, 0.631], [-0.261, -0.302, 0.123], [1.373, 0.932, 0.463], [-0.865, 0.026, -0.440], [0.309, -0.558, 0.127], [-1.166, 0.486, 0.332], [0.561, -0.273, -1.019], [0.453, -0.462, 0.764], [0.413, 0.660, -0.006], [0.545, -0.122, 0.645], [0.508, -0.125, -1.340], [-1.296, 0.581, 1.095], [0.037, -0.208, -0.181], [1.344, 0.056, 0.433], [-0.882, -0.212, -0.529], [-0.163, 0.387, 0.234], [1.508, -0.089, 3.798], [-2.146, 0.139, -3.913], [0.533, -0.247, -0.009], [0.257, -0.271, -0.098], [0.243, -0.222, 0.361], [0.348, 0.216, 0.029], [-0.290, 0.254, 0.050], [-0.106, 0.425, -0.118], [0.182, -0.204, 0.159], [0.216, -0.172, -0.197], [-0.354, 0.349, 0.012], [-0.390, 0.176, -0.200], [0.343, -0.200, 0.193], [0.124, -0.392, 0.060], [0.059, 0.331, 0.255], [-0.261, 0.179, -0.051], [-0.037, -0.318, -0.318], [0.233, -0.331, 0.144], [-0.339, 0.251, 0.384], [-0.293, -0.048, 0.171], [0.079, -0.367, -0.209], [-0.145, 0.106, -0.394], [-0.202, -0.293, -0.119], [0.010, -0.158, 0.249], [-0.219, 0.411, 0.159], [-0.212, 0.041, -0.235], [0.118, -0.268, 0.078], [0.088, -0.124, 0.535], [-0.061, -0.028, -0.375], [-0.329, -0.154, 0.153], [0.113, 0.330, 0.067], [-0.299, -0.012, -0.185], [0.024, -0.305, 0.450], [-0.176, -0.201, 0.571], [-0.124, -0.357, -0.198], [-0.106, -0.011, 0.297], [0.199, 0.284, -0.403], [0.005, 0.124, -0.219], [-0.675, -0.222, -0.273], [0.208, 0.019, 0.382], [-0.211, 0.196, -0.080], [0.233, -0.303, -0.279], [0.128, -0.254, -0.152], [-0.294, 0.096, -0.244], [-0.274, 0.316, -0.279], [-0.513, 0.058, 0.536], [-0.128, -0.316, 0.131], [-0.277, 0.152, -0.189], [-0.173, 0.291, 0.064], [-0.036, 0.117, 0.213], [0.339, -0.152, 0.055], [-0.079, -0.115, 0.034], [0.028, 0.145, -0.465], [-0.111, -0.371, 0.068], [-0.003, -0.010, 0.307], [0.041, 0.004, 0.004], [0.030, 0.019, 0.036], [0.041, 0.015, -0.005], [-0.006, -0.035, -0.004], [0.032, -0.048, -0.049], [0.030, -0.026, -0.017]], "mulliken_charge": [-1.263, -0.300, -0.847, -0.673, -0.670, -0.824, -0.797, -0.580, -0.990, -0.998, -0.628, -0.763, -1.208, -0.928, -0.953, -2.140, -0.395, 0.437, -0.637, -0.232, -0.387, -0.876, 0.637, -0.971, -0.637, -0.813, -1.335, 0.203, 0.244, -0.091, -0.466, -0.027, 0.462, -0.454, -0.198, 0.353, 0.302, 0.359, 0.296, 0.332, 0.490, 0.331, 0.357, 0.258, 0.432, 0.263, 0.281, 0.466, 0.396, 0.378, 0.315, 0.447, 0.576, 0.321, 0.287, 0.536, 0.250, 0.461, 0.509, 0.331, 0.480, 0.513, 0.442, 0.473, 0.660, 0.440, 0.743, 0.680, 1.059, 0.609, 0.179, 0.784, 0.372, 0.119, 0.321, 0.382, 0.305, 0.271, 0.522, 0.647, 0.651, 0.679, 0.431, -1.009, 0.523, -0.587, -1.068, 0.237, 0.341, 0.480, 0.324, 0.415, 0.356]}